Arrangement a

Computed, not measured: a 2-piece molecular cluster, C3H6N3 overall, with ωB97M-V/def2-TZVPD.

Results
Gap between HOMO and LUMO   9.588 eV
Total charge   +1
HOMO   -0.527 hartree

Element x y z (Å)
C: 1.501 0.591 0.238
C: 1.414 -0.709 -0.400
C: 0.145 0.981 0.396
N: 0.168 -1.024 -0.569
N: -0.605 -0.049 -0.010
N: -1.919 -0.080 -0.120
H: 2.334 1.196 0.392
H: 2.251 -1.273 -0.876
H: -0.245 1.929 0.746
H: -0.133 -1.926 -1.025
H: -2.330 0.891 0.044
H: -2.583 -0.527 1.183

***

Arrangement b

Computed, not measured: an isolated ion of composition C3H6N3 and charge +1, with ωB97M-V/def2-TZVPD.

Results
Gap between HOMO and LUMO   9.789 eV
Total charge   +1
HOMO   -0.606 hartree
Structure (SMILES)   C[N+]1=NN=CC1

Element x y z (Å)
C: -0.607 -1.136 0.709
N: -0.695 0.179 0.205
N: -0.939 1.149 0.966
N: -0.829 2.305 0.315
C: -0.554 2.066 -0.981
C: -0.404 0.550 -1.144
H: -1.636 -1.548 0.645
H: 0.077 -1.800 0.043
H: -0.328 -0.986 1.669
H: -0.318 2.834 -1.745
H: -1.238 0.094 -1.853
H: 0.640 0.055 -1.440

***

Going by the energies, arrangement b is most stable and the next is 13.7 kcal/mol up.

***

Arrangement a

Computed, not measured: an isolated ion of composition C10H17N2 and charge +1, with ωB97M-V/def2-TZVPD.

Results
Gap between HOMO and LUMO   8.379 eV
Total charge   +1
HOMO   -0.451 hartree
Structure (SMILES)   CC/C=C1/CC[N+]1=C=CN(C)C

Element x y z (Å)
C: -1.131 -2.621 -0.788
C: -1.351 -1.945 0.570
C: -2.410 -0.900 0.471
C: -2.205 0.361 0.119
C: -3.017 1.619 -0.020
C: -1.691 2.355 -0.255
N: -0.996 1.049 -0.185
C: 0.180 0.665 -0.385
C: 1.435 0.476 -0.756
N: 2.511 0.307 0.014
C: 3.825 0.138 -0.555
C: 2.435 0.528 1.438
H: -0.824 -1.893 -1.536
H: -2.047 -3.097 -1.126
H: -0.360 -3.381 -0.702
H: -0.410 -1.497 0.903
H: -1.655 -2.698 1.296
H: -3.430 -1.202 0.666
H: -3.567 1.915 0.869
H: -3.693 1.621 -0.873
H: -1.566 2.845 -1.219
H: -1.381 3.027 0.545
H: 1.578 0.326 -1.822
H: 4.429 1.037 -0.410
H: 4.332 -0.698 -0.071
H: 3.757 -0.069 -1.621
H: 2.575 1.583 1.689
H: 1.462 0.204 1.811
H: 3.212 -0.052 1.933

***

Arrangement b

Computed, not measured: a 2-piece molecular cluster, C10H17N2 overall, with ωB97M-V/def2-TZVPD.

Results
Gap between HOMO and LUMO (spin up / spin down)   8.747 / 8.846 eV
Total charge   +1
HOMO (spin up / spin down)   -0.467 / -0.478 hartree

Element x y z (Å)
C: 3.005 0.123 -1.652
C: -0.228 -2.221 0.284
C: -1.457 -1.726 0.937
C: -0.164 0.327 2.466
C: 0.116 1.485 1.458
C: 0.057 -1.493 -1.028
C: -1.244 -0.294 1.441
C: -0.479 0.588 0.393
C: 0.222 -0.084 -0.682
C: -0.407 2.229 -1.515
N: 2.231 0.885 -1.080
N: -0.804 1.003 -0.979
H: 4.009 0.428 -1.825
H: 2.933 -0.928 -1.939
H: 0.648 -2.277 0.867
H: -0.320 -3.324 0.054
H: -2.277 -1.617 0.355
H: -1.730 -2.393 1.811
H: 0.665 -0.387 2.399
H: -0.540 0.445 3.417
H: -0.624 2.275 1.614
H: 1.214 1.791 1.407
H: 0.880 -1.887 -1.691
H: -0.865 -1.642 -1.818
H: -2.288 0.192 1.671
H: 0.611 2.760 -1.159
H: -0.290 1.980 -2.547
H: -1.160 3.140 -1.435
H: -1.715 0.620 -1.225

***

Going by the energies, arrangement a is most stable and the next is 83.1 kcal/mol up.

***

Arrangement a

Computed, not measured: ClH2NO2Si as an isolated structure, with ωB97M-V/def2-TZVPD.

Results
Gap between HOMO and LUMO   8.721 eV
HOMO   -0.393 hartree

Element x y z (Å)
N: 0.968 1.702 0.085
O: 1.373 2.060 -1.054
O: 1.097 2.403 1.048
Si: 0.239 0.030 -0.068
Cl: 2.757 -0.879 0.208
H: 0.039 -0.265 1.266
H: -0.482 -0.101 -1.277

***

Arrangement b

Computed, not measured: a 2-piece molecular cluster, ClH2NO2Si overall, with ωB97M-V/def2-TZVPD.

Results
Gap between HOMO and LUMO   7.498 eV
HOMO   -0.320 hartree

Element x y z (Å)
N: 2.529 1.817 1.656
O: 1.688 0.968 1.092
O: 2.588 1.770 2.855
Si: 0.308 -1.024 1.317
Cl: 0.573 -2.187 -0.242
H: 0.836 -1.057 2.720
H: -0.867 -0.087 1.107

***

Going by the energies, arrangement b is most stable and the next is 6.1 kcal/mol up.

***

Arrangement a

Computed, not measured: a 2-piece molecular cluster, C3H5Br overall, with ωB97M-V/def2-TZVPD.

Results
Gap between HOMO and LUMO (spin up / spin down)   7.947 / 7.543 eV
HOMO (spin up / spin down)   -0.302 / -0.307 hartree

Element x y z (Å)
C: -0.076 1.015 -0.164
C: 1.825 0.818 -1.576
C: -0.313 -0.138 0.682
Br: 2.469 2.450 -2.075
H: -0.904 1.408 -0.742
H: 2.569 0.258 -0.995
H: -1.300 -0.131 1.156
H: 0.467 -0.254 1.430
H: -0.275 -1.021 0.036

***

Arrangement b

Computed, not measured: one molecule with the formula C3H5Br, with ωB97M-V/def2-TZVPD.

Results
Gap between HOMO and LUMO   10.285 eV
HOMO   -0.349 hartree
Structure (SMILES)   C=C(C)Br

Element x y z (Å)
C: 0.621 1.363 -0.309
C: 0.795 0.156 0.259
C: -0.244 -0.962 0.274
Br: 2.544 -0.260 1.218
H: 1.363 2.172 -0.481
H: -0.410 1.556 -0.547
H: 0.505 -1.880 0.478
H: -1.058 -0.839 1.082
H: -0.769 -1.076 -0.722

***

Going by the energies, arrangement b is most stable and the next is 130.0 kcal/mol up.

***

Arrangement a

Computed, not measured: one molecule with the formula C3H6, with ωB97M-V/def2-TZVPD.

Results
Gap between HOMO and LUMO   11.082 eV
HOMO   -0.359 hartree
Structure (SMILES)   C=CC

Element x y z (Å)
C: 0.675 1.008 0.637
C: -0.083 -0.044 0.618
C: -0.460 -0.646 -0.708
H: 1.277 1.065 -0.336
H: 1.052 1.561 1.563
H: -0.678 -0.518 1.469
H: -1.295 -0.035 -1.236
H: 0.448 -0.720 -1.368
H: -0.936 -1.670 -0.640

***

Arrangement b

Computed, not measured: one molecule with the formula C3H6, with ωB97M-V/def2-TZVPD.

Results
Gap between HOMO and LUMO   10.973 eV
HOMO   -0.355 hartree
Structure (SMILES)   C=CC

Element x y z (Å)
C: -0.394 -0.596 -1.077
C: 0.474 -0.081 -0.202
C: -0.010 0.579 1.107
H: -1.492 -0.321 -0.914
H: 0.027 -1.086 -1.987
H: 1.499 -0.213 -0.439
H: -0.827 1.302 0.920
H: -0.349 -0.210 1.726
H: 0.724 1.120 1.727

***

Going by the energies, arrangement b is most stable and the next is 7.1 kcal/mol up.

***

Arrangement a

Computed, not measured: an isolated ion of composition C4H11N2S and charge +1, with ωB97M-V/def2-TZVPD.

Results
Gap between HOMO and LUMO   9.180 eV
Total charge   +1
HOMO   -0.481 hartree
Structure (SMILES)   C=C([NH3+])CNCS

Element x y z (Å)
C: -1.808 0.445 1.073
C: -1.165 0.111 -0.048
N: -0.381 1.585 -0.773
C: -0.497 -1.027 -0.612
N: 0.688 -1.603 0.087
C: 1.911 -0.987 -0.131
S: 2.097 0.705 0.877
H: -1.727 1.424 1.560
H: -2.464 -0.366 1.341
H: -0.226 1.089 -1.707
H: 0.239 1.656 0.004
H: -0.971 2.390 -0.852
H: -1.270 -1.890 -0.481
H: -0.202 -0.872 -1.687
H: 0.471 -1.693 1.061
H: 2.661 -1.585 0.198
H: 2.078 -0.709 -1.162
H: 3.357 0.637 0.726

***

Arrangement b

Computed, not measured: a 3-piece molecular cluster, C4H11N2S overall, with ωB97M-V/def2-TZVPD.

Results
Gap between HOMO and LUMO   2.701 eV
Total charge   +1
HOMO   -0.350 hartree

Element x y z (Å)
C: 5.147 -0.682 -0.221
C: 4.379 -1.097 0.794
C: -4.076 -1.312 0.910
C: -4.043 2.283 -0.607
N: -4.080 -0.067 1.139
N: 5.921 -1.473 -1.026
S: -4.425 -2.592 0.100
H: -4.241 2.718 -1.582
H: 5.053 0.307 -0.369
H: 4.494 -2.079 0.991
H: 3.710 -0.384 1.280
H: -4.050 3.242 0.056
H: -3.135 1.894 -0.734
H: -4.855 1.637 -0.502
H: -4.577 0.731 0.647
H: -3.336 0.284 1.730
H: 6.336 -0.965 -1.802
H: 5.779 -2.446 -0.804

***

Arrangement c

Computed, not measured: a 2-piece molecular cluster, C4H11N2S overall, with ωB97M-V/def2-TZVPD.

Results
Gap between HOMO and LUMO   9.621 eV
Total charge   +1
HOMO   -0.477 hartree

Element x y z (Å)
C: 0.477 -0.231 -0.199
C: -1.742 1.566 0.537
C: 3.114 -0.042 -1.019
C: -1.661 0.470 -0.435
N: 0.622 -1.347 0.426
N: -2.273 -0.727 -0.359
S: 1.511 0.789 -0.976
H: -0.804 1.799 0.969
H: -2.491 1.060 1.237
H: -2.191 2.500 0.192
H: 3.109 -0.853 -1.678
H: 3.534 -0.345 -0.090
H: 3.857 0.649 -1.376
H: -1.228 0.727 -1.395
H: 1.385 -1.953 0.282
H: -0.272 -1.749 0.618
H: -2.071 -1.420 -0.995
H: -2.446 -1.118 0.631

***

Going by the energies, arrangement c is most stable and the next is 26.3 kcal/mol up.